Below is C41H37CdF5OP2 as an isolated structure at a distorted geometry, with properties calculated with ωB97M-V/def2-TZVPD.

Each line ends with the Löwdin charge.
Positions of all 87 atoms, in Å:
Cd -1.3677 -2.5898 -1.6925  1.25
P -0.6862 2.2906 -0.7844  1.00
P 1.3169 0.1836 1.4900  1.07
F 0.8395 5.1666 7.2338  0.08
F -1.5626 1.4061 5.6456  0.08
F -1.1964 3.3584 7.5296  0.09
F 2.4439 5.1026 5.0130  0.09
F 2.0552 3.1933 3.1117  0.04
O 0.0583 1.3190 3.4649  -0.18
C 5.1722 -1.0624 0.8134  -0.09
C 0.7082 -3.7098 2.8143  -0.09
C -0.7971 -4.6834 -1.4957  -0.31
C 0.6503 4.2178 6.3015  -0.17
C -0.5563 2.9805 0.8480  -0.18
C -0.9964 -2.6144 -3.8836  -0.32
C -3.3994 1.9320 -0.1758  -0.06
C 0.4096 0.9348 -1.1383  -0.24
C -0.5656 2.3017 5.5122  -0.15
C 5.1128 -0.0599 3.0215  -0.08
C -0.6854 -3.8088 2.7710  -0.09
C 3.1057 -0.1176 1.6585  -0.37
C -2.3789 1.7624 -1.1248  -0.31
C 1.4054 5.0634 -2.9003  -0.06
C 1.4750 4.1748 5.1737  -0.16
C -1.4010 -5.4674 -2.6602  -0.22
C -4.9705 0.8164 -1.6510  -0.06
C 1.3421 -2.5112 2.4859  -0.08
C 5.8159 -0.7305 2.0106  -0.09
C 1.0413 4.0651 -1.9955  -0.07
C -0.2900 3.6177 -1.9454  -0.31
C 0.9829 0.0427 -0.2816  -0.30
C -3.9632 0.6681 -2.6118  -0.07
C 0.4465 5.6124 -3.7637  -0.06
C 0.3854 -3.9352 -1.6520  -0.32
C 3.8310 -0.7255 0.6230  -0.10
C 0.2646 2.2047 4.3440  -0.36
C -1.2595 4.1956 -2.7764  -0.07
C -4.6864 1.4559 -0.4408  -0.06
C -1.4457 -2.6917 2.4089  -0.10
C 0.5823 -1.3991 2.0884  -0.33
C -0.8838 5.1810 -3.6937  -0.07
C -0.8228 -1.4796 2.1247  -0.11
C 3.7619 0.2412 2.8553  -0.08
C 0.2337 -3.4583 -4.2014  -0.23
C 1.2824 3.2038 4.2253  -0.16
C -2.6742 1.1388 -2.3505  -0.10
C -0.3793 3.2835 6.4554  -0.16
C -2.2421 -3.1954 -3.6075  -0.35
C -2.4142 -4.7078 -3.5685  -0.24
C 1.1095 -3.8833 -2.9867  -0.24
H 0.4962 3.1012 1.1295  0.06
H -3.1616 -2.6306 -3.8001  0.06
H -1.8949 1.0184 -3.1067  0.11
H 1.7828 3.6216 -1.3254  0.12
H 5.6225 0.2296 3.9426  0.11
H -0.0237 -4.3586 -4.7846  0.10
H 3.3473 -0.9409 -0.3268  0.08
H -1.6363 5.6096 -4.3570  0.11
H 1.9373 -3.1601 -2.8934  0.10
H 0.7386 6.3721 -4.4929  0.11
H -4.1795 0.1888 -3.5691  0.11
H -0.6115 -5.8803 -3.3038  0.10
H -1.0834 -5.0380 -0.4956  0.07
H -1.1781 -4.7447 3.0373  0.10
H 1.3058 -4.5710 3.1158  0.10
H -1.9471 -6.3197 -2.2214  0.11
H 3.2075 0.7557 3.6398  0.11
H 6.8688 -0.9843 2.1499  0.10
H -1.4155 -0.5873 1.9116  0.10
H 1.5810 -4.8521 -3.2306  0.10
H -3.4311 -4.9219 -3.2062  0.10
H -2.5345 -2.7630 2.3585  0.10
H -5.4754 1.5886 0.3011  0.11
H -2.3570 -5.1461 -4.5775  0.11
H -1.0380 3.9699 0.8379  0.08
H 0.5482 0.7660 -2.2168  0.09
H -1.0340 2.3356 1.5898  0.05
H 0.8811 -2.8409 -4.8452  0.10
H 2.4382 5.4111 -2.9346  0.11
H -5.9739 0.4340 -1.8499  0.11
H 2.4291 -2.4301 2.5352  0.10
H -2.2991 3.8695 -2.7076  0.11
H -0.9489 -1.5853 -4.2665  0.07
H 1.0205 -3.7286 -0.7805  0.08
H 1.2933 -0.9432 -0.6737  0.05
H 5.7075 -1.5793 0.0158  0.10
H -3.1903 2.4509 0.7589  0.11

Forces on the atoms, in the same order (eV/Å):
-0.68 1.06 1.03
0.21 0.71 -0.02
-0.78 1.28 1.39
0.04 0.21 0.20
0.05 0.15 0.09
0.31 0.05 -0.24
-0.22 -0.20 0.11
0.10 0.03 -0.08
-0.32 -0.09 0.11
0.03 0.21 0.06
-0.19 0.04 0.18
-0.72 -1.31 0.88
0.02 -0.16 -0.30
-0.21 0.32 0.34
1.60 1.12 -0.80
0.12 0.00 -0.19
0.76 -1.18 0.44
0.63 0.19 -0.49
0.02 -0.14 -0.25
0.16 0.19 -0.13
0.41 -0.38 -0.67
-0.39 -0.31 -0.02
-0.22 -0.03 0.00
-0.29 0.26 0.63
-0.49 -0.18 -0.11
0.30 0.11 0.08
-0.23 0.19 -0.25
-0.23 0.04 -0.06
-0.18 0.02 -0.15
0.15 0.13 -0.34
-0.01 -0.76 -1.20
0.13 0.10 0.14
-0.12 -0.29 0.23
1.28 0.33 -0.13
0.35 0.02 0.57
-0.37 0.25 0.37
0.24 -0.01 0.00
0.01 -0.01 -0.16
-0.05 -0.11 0.12
0.03 -0.11 -0.16
0.18 0.02 0.11
0.35 -0.14 -0.42
-0.23 -0.15 -0.42
0.68 -0.01 -0.01
-0.64 -0.59 0.14
-0.09 -0.12 0.05
0.16 0.21 0.05
-1.75 -0.45 -0.01
-0.19 -0.19 0.41
0.14 0.30 -0.46
-0.20 -0.16 -0.03
0.42 -0.17 -0.21
-0.21 0.00 0.20
-0.14 0.16 -0.25
-0.17 -0.11 -0.27
-0.09 0.38 0.08
0.15 -0.13 0.18
0.23 -0.09 0.20
-0.31 -0.24 0.01
-0.11 -0.25 0.28
0.08 0.13 0.33
-0.04 0.04 0.36
0.40 0.12 -0.44
0.14 0.24 -0.13
-0.15 0.22 -0.06
0.31 0.18 -0.24
0.08 -0.13 -0.17
-0.33 0.08 -0.02
0.14 -0.22 0.06
0.02 0.04 0.17
0.32 0.14 -0.08
0.32 0.03 0.14
0.27 -0.04 -0.20
0.00 0.17 -0.03
0.04 -0.26 -0.06
-0.52 -0.19 0.33
0.31 -0.05 0.16
-0.21 -0.32 0.01
-0.29 -0.11 0.00
0.33 0.15 0.08
-0.29 -0.11 -0.10
0.32 0.11 -0.11
-0.31 -0.48 -0.06
-0.36 -0.31 -0.12
0.11 0.61 -0.75
-0.04 0.17 0.24
-0.10 -0.23 -0.15

As for the HOMO energy: -5.4 eV. The strongest force on any atom comes out at 2.11 eV/Å. The orbital gap comes out at 4.36 eV. As for the electronic energy: -3009.22681 Eh. As for the net charge: 0.

Below is a 8-piece molecular cluster, C12H34N6O18S2 overall at a distorted geometry, with properties calculated with ωB97M-V/def2-TZVPD.

Each line ends with the Löwdin charge.
Positions of all 72 atoms, in Å:
S -0.4886 3.0665 -2.0622  0.61
S -3.4814 -0.5727 2.9043  0.64
O 1.9372 -1.7089 -0.7462  0.09
O 4.0208 3.2895 0.5892  0.07
O -4.4533 -1.6357 2.7722  -0.27
O -1.3384 2.8627 -3.1877  -0.27
O 1.2124 -1.9250 -3.6008  0.06
O -0.1765 -2.1037 -0.7216  0.04
O 2.2562 -0.5160 6.1226  0.10
O -2.0665 -0.8680 2.9766  -0.31
O -0.4388 -6.4389 -3.7154  0.07
O 2.3627 -0.4470 3.9886  0.04
O -3.6997 0.5085 1.6879  -0.26
O 1.0799 -5.0483 -3.0877  0.06
O 4.5294 -4.1245 -0.1121  0.05
O -1.2144 4.2492 -1.2201  -0.25
O -0.1032 1.9834 -1.1842  -0.31
O 2.6124 1.7853 -0.0505  0.04
O 5.0253 -2.3607 -1.2663  0.05
O 1.6343 -0.7622 -5.3608  0.06
N 0.8237 -1.5592 -0.2978  -0.40
N 0.9924 -0.9885 -4.3394  -0.42
N 1.7596 -0.5021 5.0344  -0.44
N -0.0713 -5.4074 -3.2021  -0.44
N 4.4659 -3.4258 -1.1058  -0.45
N 3.1781 2.4442 0.8097  -0.42
C 1.0884 3.8242 -2.5863  -0.07
C 0.2705 -0.4094 4.9240  0.04
C 2.7548 2.1865 2.2238  0.06
C -0.1353 -0.0462 -4.1147  0.05
C -1.0991 -4.4940 -2.6452  0.04
C 0.6688 -0.6012 0.8271  0.05
C -1.8147 4.7074 1.0412  -0.06
C 3.6966 -3.9760 -2.2816  0.04
C -0.6693 4.6136 0.0540  -0.28
C -3.3097 -1.0215 -0.2588  -0.07
C -3.0491 0.2975 0.4471  -0.27
C -4.0011 0.5339 4.2026  -0.10
H -0.0643 0.1434 5.7984  0.10
H -3.3816 1.0634 -0.2576  0.13
H -4.3500 -1.2338 -0.5023  0.09
H 0.2908 0.9480 -4.1295  0.08
H -0.2297 5.6106 -0.0625  0.12
H 1.5225 -0.6518 1.4892  0.08
H 3.5669 2.5219 2.8589  0.10
H 1.3607 4.7032 -2.0141  0.07
H 2.5310 1.1319 2.2691  0.05
H 0.5370 0.3771 0.3734  0.06
H 2.8881 -3.2976 -2.5115  0.05
H -0.7638 -4.2360 -1.6420  0.08
H -2.3842 3.7866 1.1883  0.07
H 1.7836 3.0015 -2.4285  0.06
H -0.5180 -0.2831 -3.1188  0.08
H -3.4971 1.4769 4.0051  0.07
H -2.5651 5.3513 0.5763  0.09
H 0.1918 4.0062 0.3449  0.11
H -1.9765 0.4441 0.6019  0.09
H -1.4926 5.0931 2.0059  0.08
H 1.8505 2.7520 2.4379  0.10
H -5.0777 0.5965 4.0941  0.08
H 3.4723 -5.0060 -2.0376  0.08
H -2.0282 -5.0546 -2.6087  0.09
H -1.2446 -3.5468 -3.1555  0.09
H -3.6137 0.1202 5.1296  0.07
H -0.9278 -0.2322 -4.8290  0.11
H -0.3027 -1.3180 4.7771  0.09
H -2.9631 -1.8720 0.3382  0.07
H 0.9826 4.0074 -3.6523  0.07
H -2.7004 -1.0781 -1.1615  0.07
H 0.0938 0.2215 4.0568  0.08
H 4.4771 -4.0258 -3.0419  0.10
H -0.2267 -0.9309 1.3501  0.07

Forces on the atoms, in the same order (eV/Å):
1.10 1.12 0.82
-0.73 0.29 -1.37
-0.03 -0.09 0.08
-0.18 -0.11 0.24
1.12 0.83 0.23
-0.03 -0.23 0.11
-0.54 0.48 0.16
-0.29 -0.04 0.01
0.32 -0.25 0.85
-0.71 0.09 0.16
-0.09 -0.21 -0.08
0.58 -0.23 -0.64
-0.59 -0.70 1.38
0.17 -0.14 -0.06
0.03 0.35 0.13
0.44 -1.19 -0.68
-0.86 0.50 -0.37
0.24 0.33 0.33
-0.13 -0.07 0.29
-0.18 -0.01 0.55
0.74 0.21 -0.05
0.69 -0.31 -1.65
-1.06 0.06 -0.38
0.05 0.73 -0.28
-0.15 -0.35 -0.45
-0.41 -0.02 -0.45
-0.86 -1.08 -0.20
-0.43 1.26 -0.04
0.30 0.14 -0.31
-0.08 -0.61 1.63
-0.70 -0.21 1.06
-0.75 -0.39 0.22
-0.51 -0.23 -0.40
1.47 -0.24 0.36
0.40 0.76 0.42
0.34 -0.95 0.58
0.73 -0.31 -1.41
0.82 -0.28 -0.69
-0.02 -0.31 0.16
-0.13 0.38 0.59
-0.07 0.39 0.02
-0.23 0.07 -0.32
-0.19 0.05 -0.11
0.26 -0.04 -0.22
-0.03 -0.21 0.11
-0.12 0.02 0.06
0.18 -0.11 0.29
0.10 0.05 0.05
-0.12 -0.15 -0.09
0.00 -0.07 -0.07
0.54 -0.32 0.03
0.27 0.23 0.07
0.04 0.22 -0.08
-0.17 0.08 0.04
0.17 0.39 0.30
-0.43 -0.55 0.01
-0.06 -0.09 -0.09
-0.02 0.13 -0.04
0.02 0.14 -0.24
-0.04 0.09 0.39
-0.66 0.18 0.14
0.00 0.05 -0.06
0.53 -0.23 -0.55
-0.43 -0.12 0.14
0.27 0.15 -0.39
0.63 -0.41 0.15
-0.03 0.11 0.06
0.05 0.32 0.05
-0.10 0.28 -0.08
-0.01 -0.15 -0.09
-0.36 0.36 -0.34
-0.02 0.23 0.05

Its SMILES is CCOS(C)(=O)=O.CCOS(C)(=O)=O.C[N+](=O)[O-].C[N+](=O)[O-].C[N+](=O)[O-].C[N+](=O)[O-].C[N+](=O)[O-].C[N+](=O)[O-]. As for the HOMO energy: -10.2 eV. The strongest force on any atom comes out at 1.82 eV/Å. The orbital gap comes out at 9.88 eV. As for the electronic energy: -2956.23335 Eh. As for the net charge: 0. The value obtained for the energy above the lowest of the compared OMol25 structures with the same formula, charge and spin is 0.000 eV.

Below is an isolated ion of composition C11H18N4 and charge +2 at a distorted geometry, with properties calculated with ωB97M-V/def2-TZVPD.

Each line ends with the natural charge from an NBO analysis.
Positions of all 33 atoms, in Å:
N -2.5603 -1.7774 -2.6291  -0.42
N -0.8838 -1.1264 -1.3566  -0.13
N -0.1001 -0.3404 -0.5944  -0.17
N 1.7318 0.4593 0.2272  -0.27
C 1.0840 2.2289 1.7346  -0.68
C 3.1643 0.7165 0.3224  -0.46
C 1.2808 -0.3355 -0.6971  0.48
C -1.8796 1.0638 0.5931  -0.43
C -2.1035 -2.8705 -1.9946  0.01
C -1.0108 -2.4911 -1.2673  -0.04
C 1.9797 -1.2258 -1.5881  -0.70
C -1.8704 -0.6657 -2.2076  0.24
C -0.4235 0.6815 0.2932  0.17
C 0.7303 1.1998 0.7912  0.16
C -2.4594 0.4657 1.8900  -0.56
H 1.8246 2.9174 1.4178  0.26
H -2.5640 -3.7553 -2.1100  0.27
H -2.2440 -0.6719 1.9676  0.20
H 2.0948 -2.1332 -1.0211  0.27
H -1.9022 0.2907 -2.6688  0.27
H 3.7010 -0.3095 0.3903  0.26
H 1.4249 1.8402 2.7460  0.27
H -2.3688 0.7795 -0.2607  0.19
H 0.1699 2.7852 1.9930  0.26
H -1.9604 2.1063 0.9075  0.26
H -3.3979 0.7944 1.8405  0.23
H -0.5560 -3.1018 -0.5135  0.28
H 3.5201 1.3613 -0.5089  0.25
H 1.4759 -1.4117 -2.5084  0.26
H -1.9094 0.8245 2.7155  0.22
H -3.4834 -1.7288 -3.0011  0.47
H 3.3366 1.2510 1.3662  0.27
H 2.9283 -0.7014 -1.8988  0.28

Forces on the atoms, in the same order (eV/Å):
1.02 2.79 1.51
-2.82 0.07 -1.84
3.02 1.44 0.33
1.47 0.12 -1.76
-1.44 0.50 3.06
1.66 -0.25 2.73
-2.41 -1.19 -0.08
3.01 0.07 2.73
2.54 2.51 0.52
-1.02 -0.99 0.91
2.01 0.96 -0.36
0.66 -2.53 -0.21
-2.50 1.39 1.51
-0.50 -1.29 -0.46
4.40 -3.90 -1.40
0.61 0.64 -0.63
-1.28 -3.07 -0.23
-1.18 1.63 -0.31
0.80 -0.72 -0.21
-0.25 0.74 0.07
-0.74 1.95 -0.31
-0.28 0.08 -1.22
-2.04 -0.08 -1.84
0.36 0.08 -0.16
0.26 0.35 -1.38
-4.10 0.53 0.71
0.61 0.09 0.07
-0.19 -0.53 0.59
-0.70 -0.20 -0.53
0.33 0.87 1.01
-0.58 0.18 -0.95
-0.15 -1.12 -2.40
-0.60 -1.11 0.52

Its SMILES is CCc1c(C)n(C)c(C)[n+]1-[n+]1cc[nH]c1. As for the HOMO energy: -16.2 eV. The strongest force on any atom comes out at 6.04 eV/Å. The orbital gap comes out at 8.64 eV. As for the electronic energy: -648.31162 Eh. As for the net charge: +2. The value obtained for the energy above the lowest of the compared OMol25 structures with the same formula, charge and spin is 1.435 eV.